The following is a DFT calculation (ωB97M-V/def2-TZVPD) of 13 unconnected molecules or ions with the total composition C6H34O13 at a distorted geometry.

Cartesian coordinates (Å):
1 O 0.347 0.127 -3.945
2 O 0.350 -1.122 5.255
3 O 2.830 3.201 0.156
4 O -2.507 -1.290 -3.646
5 O -2.892 1.390 4.481
6 O -1.218 3.452 -1.316
7 O -2.363 1.196 -2.871
8 O -1.384 -1.192 -1.437
9 O 2.649 1.580 -2.728
10 O 0.004 -2.905 0.073
11 O -3.457 -0.048 1.178
12 O -1.907 -2.552 1.896
13 O 3.297 -2.092 -1.821
14 C 2.574 -1.648 -0.958
15 C 2.050 -0.905 1.224
16 C 1.740 0.322 2.054
17 C 2.704 -0.436 -0.131
18 C 0.365 0.911 1.394
19 C -0.434 1.697 2.116
20 H -0.378 -1.575 4.830
21 H 1.554 0.107 3.161
22 H -2.677 -0.314 -3.867
23 H -0.018 -3.782 -0.328
24 H 1.213 -1.294 4.893
25 H 2.219 0.407 -0.580
26 H -0.029 -0.226 -3.114
27 H 3.633 0.017 0.192
28 H 1.666 -2.227 -0.784
29 H 1.220 -1.577 1.171
30 H -0.245 1.859 3.155
31 H -2.134 1.789 -2.139
32 H 0.280 0.753 0.284
33 H 1.833 2.083 -2.758
34 H 2.481 1.082 1.922
35 H -1.696 -1.565 -2.308
36 H -0.510 -2.258 -0.504
37 H -0.667 4.066 -1.802
38 H 3.791 3.252 0.206
39 H 2.801 -1.556 1.943
40 H -2.111 -0.666 -1.041
41 H -1.329 2.053 1.584
42 H 2.371 0.665 -2.534
43 H -2.014 1.017 4.578
44 H -2.839 1.957 3.706
45 H -1.909 -3.347 2.453
46 H 0.401 -0.752 -4.342
47 H -2.029 -1.429 -4.487
48 H 2.520 3.099 -0.758
49 H -3.292 1.011 -2.621
50 H -3.262 -0.144 2.129
51 H -1.318 -2.721 1.143
52 H -3.106 -0.897 0.879
53 H -0.948 3.372 -0.396

natural (NBO) atomic charge list, values in e, 5 entries:
1. O -0.9349
2. O -0.9615
3. O -0.9632
4. O -0.9540
5. O -0.9399

***

The following is a DFT calculation (ωB97M-V/def2-TZVPD) of 13 unconnected molecules or ions with the total composition C6H35NO13 at a distorted geometry.

Cartesian coordinates (Å):
1 O -2.940 -3.652 -1.113
2 O 1.373 -0.300 -3.712
3 O 0.348 -2.552 -2.611
4 O -1.942 -1.136 -1.567
5 O -1.080 0.975 -3.168
6 O -4.618 -0.738 -0.607
7 O -3.915 1.471 1.260
8 O -0.042 3.240 -2.606
9 O 0.701 -1.559 4.384
10 O 1.017 2.174 3.281
11 O -1.666 2.432 2.522
12 O -0.346 -4.438 -0.382
13 O 3.825 -2.440 1.286
14 N 1.419 2.053 -1.354
15 C 1.509 0.461 0.447
16 C 0.859 3.204 -1.783
17 C 1.965 1.820 0.000
18 C 3.497 1.885 -0.104
19 C -0.610 -0.694 1.267
20 C 0.113 0.381 0.959
21 H -2.830 -2.771 -1.505
22 H -4.333 2.254 0.892
23 H -1.563 -0.715 -2.376
24 H -3.689 -0.984 -0.714
25 H 3.518 -2.496 2.202
26 H -0.862 1.913 2.732
27 H 0.918 1.252 -1.716
28 H -0.547 -2.554 -2.223
29 H -1.668 -0.588 1.475
30 H -4.689 -0.139 0.143
31 H -0.708 1.816 -2.850
32 H 3.407 -1.616 0.990
33 H 3.855 0.959 -0.564
34 H 4.007 1.945 0.860
35 H 1.297 4.123 -1.363
36 H -0.226 -1.702 1.413
37 H 1.102 -1.717 3.515
38 H 3.817 2.723 -0.714
39 H 2.326 0.027 1.058
40 H -1.131 -3.880 -0.549
41 H 1.782 -0.280 -2.843
42 H 1.665 2.617 0.681
43 H 1.294 -1.246 -3.888
44 H -0.577 0.809 -3.977
45 H -0.370 -4.651 0.556
46 H -3.085 1.750 1.704
47 H 1.631 1.458 3.479
48 H -1.311 3.250 2.147
49 H -1.935 -0.325 -1.034
50 H -0.493 1.281 0.890
51 H 0.069 -0.846 4.240
52 H -3.501 -3.535 -0.340
53 H 1.263 2.939 3.820
54 H 1.494 -0.271 -0.359
55 H 0.604 -3.389 -2.180

Output
* charge: -1
* spin multiplicity: 2
* <S²>: 0.7514

natural (NBO) atomic charge list, values in e, 5 entries:
1. O -0.9750
2. O -0.9613
3. O -0.9812
4. O -1.0169
5. O -1.0143

***

The following is a DFT calculation (ωB97M-V/def2-TZVPD) of 13 unconnected molecules or ions with the total composition C6H35NO13 at a distorted geometry.

Cartesian coordinates (Å):
1 O 0.807 -3.786 2.034
2 O 1.584 -1.615 4.419
3 O 3.667 1.218 -0.321
4 O 0.793 -0.454 -2.337
5 O 1.589 2.860 -2.235
6 O -2.935 0.425 -3.926
7 O -2.095 -2.538 3.167
8 O -3.898 -0.576 -1.150
9 O -2.976 3.163 0.377
10 O 2.615 -1.915 1.066
11 O 2.908 0.646 -3.017
12 O -0.998 1.964 -0.994
13 O 0.310 -3.184 -3.435
14 N -0.221 -0.398 0.202
15 C -0.483 1.632 2.030
16 C 0.929 1.022 1.913
17 C 2.154 -0.948 0.562
18 C -0.698 2.925 2.314
19 C -1.317 -1.299 0.840
20 C 0.875 -0.352 1.228
21 H 2.171 -1.139 3.764
22 H 0.676 2.568 -1.898
23 H -3.652 0.205 -0.602
24 H -2.143 -0.049 -3.835
25 H -1.078 -2.333 0.946
26 H -1.534 3.375 2.311
27 H -2.937 3.771 -0.372
28 H 2.847 1.693 -0.279
29 H 1.422 -2.503 3.959
30 H -0.602 1.371 -0.338
31 H 0.944 -0.737 -3.299
32 H -1.354 -2.019 3.368
33 H -2.073 -1.337 -0.038
34 H -2.293 2.552 0.008
35 H 0.730 -1.076 2.145
36 H 1.552 1.784 1.327
37 H 1.581 0.059 -2.001
38 H 0.428 -2.544 -2.749
39 H 1.635 -3.996 1.698
40 H 4.318 1.400 0.322
41 H -1.415 1.357 -1.591
42 H -3.537 -0.242 -3.540
43 H -2.836 -2.125 3.499
44 H -1.269 0.875 1.982
45 H 1.282 3.410 -2.806
46 H 2.783 1.550 -2.928
47 H 3.796 0.618 -3.235
48 H 0.098 3.529 2.353
49 H 0.143 -0.903 -0.738
50 H -1.913 -0.883 1.751
51 H -4.430 -0.195 -1.874
52 H 1.453 1.054 2.865
53 H 0.048 -2.644 -4.143
54 H 2.231 -0.713 -0.434
55 H 0.321 -4.520 1.665

natural (NBO) atomic charge list, values in e, 5 entries:
1. O -0.9375
2. O -0.9556
3. O -0.9614
4. O -1.0136
5. O -0.9656

***

The following is a DFT calculation (ωB97M-V/def2-TZVPD) of 10 unconnected molecules or ions with the total composition C6H36BNO10 at a distorted geometry.

Cartesian coordinates (Å):
1 O 0.353 4.892 -1.544
2 O 0.795 -1.437 1.845
3 O 3.484 2.122 -5.552
4 O 3.504 2.674 -0.166
5 O -1.659 3.659 -3.582
6 O 0.942 5.319 -4.391
7 O 0.345 0.866 -6.513
8 O 1.853 -2.255 -3.145
9 O -4.415 -3.057 6.946
10 O 5.605 0.575 -4.281
11 N -2.116 -2.260 4.055
12 C -2.478 -2.768 5.289
13 C -0.712 -1.933 3.660
14 C 1.010 -0.627 0.685
15 C -0.638 -1.692 2.159
16 C -4.103 -4.483 7.147
17 C -4.056 -2.689 5.571
18 B 1.179 1.479 -2.910
19 H -1.816 3.310 -2.734
20 H 1.343 2.562 -3.525
21 H 0.852 -1.083 -0.299
22 H -4.566 -3.427 4.927
23 H -2.007 -3.683 5.448
24 H 3.305 1.596 -6.418
25 H -4.417 -4.653 8.222
26 H -3.099 -4.835 7.110
27 H 2.947 2.069 -4.931
28 H -4.431 -1.737 5.462
29 H 4.817 0.967 -4.506
30 H -0.118 -2.653 3.867
31 H 2.764 2.699 -0.807
32 H -1.235 -0.945 1.946
33 H 0.333 0.266 0.624
34 H -2.740 -3.024 3.550
35 H -0.571 0.635 -6.443
36 H 0.494 0.778 -3.501
37 H 0.620 5.385 -5.268
38 H -1.972 -2.201 6.056
39 H 0.841 1.678 -1.730
40 H -0.288 -1.150 4.154
41 H 1.471 -1.367 -3.083
42 H 0.423 5.147 -2.529
43 H -1.221 2.917 -3.907
44 H 2.038 -0.314 0.738
45 H 0.496 3.877 -1.451
46 H -4.587 -5.023 6.538
47 H -0.897 -2.677 1.692
48 H 3.097 2.938 0.629
49 H 0.354 4.571 -4.223
50 H 5.686 0.603 -3.343
51 H -2.557 -1.310 3.956
52 H 2.251 0.975 -3.050
53 H 0.773 0.950 -5.643
54 H 2.725 -2.225 -2.797

natural (NBO) atomic charge list, values in e, 5 entries:
1. O -0.9974
2. O -0.5330
3. O -0.9462
4. O -0.9441
5. O -0.9336

***

The following is a DFT calculation (ωB97M-V/def2-TZVPD) of 12 unconnected molecules or ions with the total composition C6H36NO11 at a distorted geometry.

Cartesian coordinates (Å):
1 O 0.543 2.415 -4.209
2 O 0.804 3.027 -1.553
3 O -1.796 2.350 2.027
4 O -3.520 -1.173 -1.411
5 O 2.052 0.854 3.015
6 O -0.716 4.266 0.456
7 O -0.509 -0.292 -4.137
8 O 2.851 0.285 0.677
9 O 3.681 1.449 -1.623
10 O 0.418 -0.532 -1.409
11 O -1.584 1.238 -0.854
12 N -0.596 0.005 1.602
13 C 0.527 -2.743 1.338
14 C 1.062 -3.794 -0.783
15 C -1.580 -2.130 2.703
16 C 0.625 -3.823 0.634
17 C -0.032 -2.522 2.767
18 C -1.477 -0.579 2.675
19 H -2.176 -2.465 3.515
20 H -0.884 -0.293 3.664
21 H -1.456 2.090 -1.151
22 H -2.526 0.932 -0.957
23 H -2.428 -0.108 2.659
24 H 1.319 3.788 -1.512
25 H 0.034 -3.387 3.396
26 H -0.261 3.035 -4.276
27 H -0.130 4.022 -0.306
28 H -1.409 4.833 0.267
29 H 2.948 1.703 -2.039
30 H 2.300 1.078 2.092
31 H -2.066 -2.641 1.862
32 H 0.481 3.037 -2.437
33 H -4.457 -1.269 -1.369
34 H -1.228 3.132 1.842
35 H -3.212 -1.853 -0.799
36 H -2.187 2.592 2.912
37 H -0.626 -0.355 0.681
38 H 0.256 -4.821 0.973
39 H 0.989 -1.791 1.033
40 H 0.544 -1.623 3.297
41 H 3.178 0.828 -0.118
42 H 0.440 -4.478 -1.473
43 H 2.691 -0.672 0.416
44 H -0.315 0.073 -1.274
45 H 2.123 -3.927 -0.924
46 H 0.401 -0.060 1.897
47 H -1.353 -0.428 -4.372
48 H 4.385 1.475 -2.279
49 H -0.814 0.982 1.495
50 H 0.092 1.616 -4.365
51 H 0.010 -1.067 -4.132
52 H 0.915 -0.323 -2.191
53 H 0.820 -2.836 -1.450
54 H 2.853 0.879 3.506

Output
* charge: +1

natural (NBO) atomic charge list, values in e, 5 entries:
1. O -0.9480
2. O -0.9583
3. O -0.9902
4. O -0.9496
5. O -1.0001

***

The following is a DFT calculation (ωB97M-V/def2-TZVPD) of 11 unconnected molecules or ions with the total composition C6H37N2O10 at a distorted geometry.

Cartesian coordinates (Å):
1 O 1.741 -2.998 0.413
2 O 0.028 -4.573 -0.881
3 O -1.254 3.618 0.915
4 O -1.875 -3.235 -2.193
5 O -1.304 2.726 3.444
6 O -0.709 -1.200 -3.471
7 O -2.414 0.833 -3.047
8 O -3.027 1.836 1.594
9 O 0.502 3.412 -1.107
10 O 4.494 0.336 -1.136
11 N 2.075 -0.141 0.689
12 N -1.173 1.204 -0.690
13 C 3.519 -1.015 2.478
14 C -0.853 -0.587 1.012
15 C -2.167 -1.280 0.634
16 C -0.224 0.138 -0.158
17 C 2.421 -0.020 2.123
18 C 1.097 0.851 0.231
19 H 0.644 -4.003 -0.439
20 H 1.515 1.402 -0.666
21 H -1.155 -3.685 -1.657
22 H -1.121 -1.956 -3.041
23 H -0.418 -1.491 -4.328
24 H -1.814 0.733 -1.383
25 H 4.448 -0.841 1.922
26 H -0.269 -5.204 -0.225
27 H 5.395 0.541 -0.887
28 H 2.606 -3.152 0.091
29 H -2.372 -3.920 -2.647
30 H 0.053 3.753 -0.365
31 H 3.257 -2.110 2.268
32 H 1.657 -2.040 0.478
33 H -2.046 -1.905 -0.241
34 H -0.576 2.179 3.787
35 H -1.838 0.042 -3.317
36 H -2.156 3.939 0.775
37 H 0.018 -0.583 -1.008
38 H 0.888 1.679 0.980
39 H -0.675 1.920 -1.217
40 H -2.967 -0.535 0.455
41 H 4.524 0.016 -2.031
42 H -2.545 -1.945 1.422
43 H -0.177 -1.345 1.350
44 H 2.728 1.004 2.401
45 H 2.935 -0.044 0.096
46 H -1.448 3.328 4.169
47 H 3.755 -1.001 3.544
48 H -1.179 3.397 1.848
49 H -2.528 2.034 2.423
50 H -3.225 0.677 -3.520
51 H -3.901 1.450 1.863
52 H 0.682 4.154 -1.721
53 H -1.687 1.683 0.139
54 H 1.506 -0.230 2.689
55 H -1.037 0.051 1.839

Output
* charge: +1

natural (NBO) atomic charge list, values in e, 5 entries:
1. O -0.9826
2. O -0.9716
3. O -0.9923
4. O -1.0116
5. O -0.9600

***

The following is a DFT calculation (ωB97M-V/def2-TZVPD) of 12 unconnected molecules or ions with the total composition C6H38N2O11 at a distorted geometry.

Cartesian coordinates (Å):
1 O -1.707 1.661 3.616
2 O -0.198 4.185 -2.024
3 O 0.527 -2.453 -0.343
4 O 1.189 0.505 4.564
5 O -0.831 -3.189 1.864
6 O 2.406 -0.205 -4.074
7 O 1.213 0.217 -1.749
8 O -0.342 -1.764 -3.366
9 O 0.729 3.714 1.220
10 O 2.301 2.676 -1.093
11 O 0.639 -2.709 3.894
12 N -1.438 0.776 -2.375
13 N -0.196 0.002 0.858
14 C 1.076 0.457 1.485
15 C -1.972 0.298 -1.001
16 C 2.145 -0.726 1.728
17 C -0.980 1.005 0.208
18 C -2.292 -1.222 -1.088
19 C -3.510 -1.649 -2.035
20 H 0.881 -0.252 4.142
21 H 3.259 2.718 -1.282
22 H 0.714 -3.354 3.108
23 H -0.289 -2.669 -3.660
24 H -0.673 -0.549 1.463
25 H -2.321 -1.683 -0.105
26 H -1.883 1.352 0.780
27 H 0.599 3.351 2.143
28 H -0.439 3.279 -2.262
29 H -2.031 0.290 -3.051
30 H -4.369 -1.677 -1.339
31 H -0.448 0.402 -2.533
32 H 1.655 3.764 0.981
33 H -3.223 -2.555 -2.500
34 H 1.786 0.957 -1.658
35 H 1.604 -0.092 -3.574
36 H -0.873 1.542 3.077
37 H 2.682 -0.480 2.747
38 H 2.131 0.472 4.488
39 H 1.072 0.999 2.407
40 H -2.959 0.770 -0.884
41 H 1.655 1.315 0.837
42 H 2.889 -0.772 0.913
43 H -0.458 1.730 -0.290
44 H -0.341 -2.478 3.779
45 H 3.122 -0.682 -3.666
46 H -1.548 -3.827 1.567
47 H -1.483 1.029 4.370
48 H 1.370 -1.908 -0.254
49 H 0.214 -2.008 -1.072
50 H 1.047 0.029 -0.777
51 H -0.690 4.477 -1.286
52 H -1.257 -1.656 -1.413
53 H -0.137 -2.917 1.219
54 H 1.785 3.248 -1.768
55 H -3.545 -0.832 -2.950
56 H 1.470 -1.671 1.790
57 H 0.271 -1.242 -3.773

Output
* charge: +1
* spin multiplicity: 2
* <S²>: 0.7555

natural (NBO) atomic charge list, values in e, 5 entries:
1. O -0.9188
2. O -0.9607
3. O -0.9163
4. O -0.9246
5. O -1.0376

***

The following is a DFT calculation (ωB97M-V/def2-TZVPD) of 13 unconnected molecules or ions with the total composition C6H38N2O12 at a distorted geometry.

Cartesian coordinates (Å):
1 O 1.280 -0.778 -1.568
2 O 2.265 1.881 -2.276
3 O -2.636 -3.468 1.192
4 O 3.233 0.375 -0.150
5 O 2.165 2.823 0.235
6 O -0.127 4.201 -0.153
7 O 3.110 -0.495 2.361
8 O -3.166 2.850 1.455
9 O -1.168 -3.662 -1.058
10 O 1.466 -3.310 -0.634
11 O 2.359 -3.010 1.858
12 O 0.123 3.418 -2.704
13 N -1.434 -1.051 -2.831
14 N -0.907 -0.156 0.098
15 C -0.626 0.172 2.490
16 C -0.352 1.500 1.799
17 C -2.272 -0.164 -1.986
18 C -0.626 -0.870 1.371
19 C -2.225 -0.482 -0.458
20 C -0.678 1.279 0.318
21 H -1.378 -1.662 1.554
22 H -2.012 0.880 -2.208
23 H 1.486 -1.751 -1.326
24 H -2.112 -3.522 0.389
25 H 2.114 -3.907 -0.963
26 H 2.528 -0.081 -0.636
27 H 4.028 -0.458 2.603
28 H 2.276 2.686 -0.702
29 H -2.401 -1.585 -0.360
30 H 3.023 -0.046 1.527
31 H -3.782 3.024 2.139
32 H -0.297 -3.523 -0.855
33 H -0.924 2.333 2.250
34 H 1.556 2.516 -2.568
35 H 2.435 1.985 0.640
36 H 0.448 -0.599 -1.061
37 H 1.749 -3.223 0.317
38 H 2.656 -2.105 2.021
39 H -3.293 -0.276 -2.351
40 H -1.637 0.174 3.036
41 H 0.694 1.816 1.940
42 H 1.853 1.025 -2.309
43 H 0.182 1.549 -0.385
44 H 0.365 -1.329 1.291
45 H -1.551 1.893 0.010
46 H -3.468 -3.888 0.957
47 H 0.705 3.756 0.142
48 H -0.679 3.032 -2.937
49 H -0.435 -0.789 -2.796
50 H -0.778 3.983 0.453
51 H -3.012 1.916 1.484
52 H -1.139 -4.549 -1.434
53 H -0.026 3.818 -1.786
54 H -1.486 -1.986 -2.505
55 H 0.145 -0.062 3.276
56 H 3.629 0.965 -0.831
57 H 1.764 -3.102 2.557
58 H -3.007 0.037 0.067

Output
* charge: +1
* spin multiplicity: 2
* <S²>: 0.7544

natural (NBO) atomic charge list, values in e, 5 entries:
1. O -0.9817
2. O -1.0043
3. O -0.9823
4. O -1.0135
5. O -0.9899

***

Listing E_tot for the structures above in their given order: -1227.01525 -1282.45049 -1282.28230 -1081.82171 -1132.30904 -1112.55422 -1188.07731 -1263.51561 Eh.
Listing energy relative to the best compared isomer or geometry (same formula, charge and spin) for the structures above in their given order: 240.6 0.0 635.5 293.0 346.1 2.0 434.0 0.0 kJ/mol.